1.
ORCA calculation (the ωB97M-V functional and the def2-TZVPD basis) on a structure of composition C54H63AsN4OPbS.

Each line ends with the Mulliken spin population.
Cartesian coordinates (Å):
Pb1 -1.4818 -0.8588 -0.5840  -0.004
C1 -2.8227 -3.2776 -3.6125  0.000
C2 -2.0068 -3.6731 -2.4076  -0.001
C3 -0.6144 -3.6346 -2.4383  -0.001
C4 0.1356 -4.0609 -1.3464  0.000
C5 -0.5009 -4.5110 -0.1981  0.006
C6 -1.8899 -4.5311 -0.1473  0.001
C7 -2.6327 -4.1226 -1.2451  0.000
H1 -3.0803 -4.1591 -4.2039  0.000
H2 -2.2698 -2.5946 -4.2603  0.000
H3 -3.7591 -2.8012 -3.3101  0.000
H4 -0.1088 -3.2774 -3.3305  0.000
H5 1.2186 -4.0476 -1.3992  0.000
H6 0.0798 -4.8620 0.6461  -0.002
H7 -2.3960 -4.8698 0.7488  -0.001
H8 -3.7149 -4.1449 -1.1998  0.000
O1 -3.8742 -1.4840 -0.3681  -0.003
N1 -4.8603 -0.6314 -0.6046  0.000
C8 -6.1207 -1.1287 -0.6495  0.000
C9 -7.2022 -0.3326 -0.9027  0.000
C10 -6.9968 1.0300 -1.1204  0.000
C11 -5.7168 1.5270 -1.0624  0.000
C12 -4.6209 0.6955 -0.7907  0.000
S1 -3.0222 1.3490 -0.6947  -0.001
H9 -6.1840 -2.1913 -0.4712  0.000
H10 -8.1893 -0.7714 -0.9293  0.000
H11 -7.8314 1.6874 -1.3290  0.000
H12 -5.5117 2.5765 -1.2226  0.000
C13 5.4015 0.3762 -3.8338  0.000
C14 5.0520 0.7024 -2.3752  0.003
C15 5.0831 2.2261 -2.1566  0.000
C16 6.0976 0.0584 -1.4608  0.000
C17 3.6419 0.2195 -2.0596  -0.006
C18 3.3377 -0.5733 -0.9580  -0.010
C19 2.0175 -0.9238 -0.7255  0.052
N2 1.0123 -0.5105 -1.4855  0.017
C20 1.2819 0.2515 -2.5486  -0.004
C21 2.5765 0.6098 -2.8706  -0.004
C22 0.0970 0.6690 -3.3550  -0.004
C23 0.1855 1.6475 -4.3361  -0.001
C24 -0.9303 2.0035 -5.0807  0.000
C25 -2.1088 1.3067 -4.8127  0.000
C26 -2.1277 0.3658 -3.8050  0.000
N3 -1.0567 0.0594 -3.0676  -0.002
C27 -0.9111 3.1264 -6.1124  0.000
C28 -1.7641 4.2835 -5.5644  0.000
C29 -1.5082 2.6289 -7.4371  0.000
C30 0.5071 3.6379 -6.3722  0.000
H13 6.4402 0.6480 -4.0327  0.000
H14 4.7751 0.9268 -4.5397  0.000
H15 5.2863 -0.6922 -4.0333  0.000
H16 6.0942 2.6059 -2.3261  0.000
H17 4.7888 2.4725 -1.1326  0.000
H18 4.4039 2.7431 -2.8397  0.000
H19 7.0939 0.3711 -1.7787  0.000
H20 6.0596 -1.0331 -1.5086  0.000
H21 5.9696 0.3712 -0.4209  0.000
H22 4.0987 -0.9119 -0.2666  0.000
H23 1.7482 -1.5463 0.1192  -0.027
H24 2.7710 1.2002 -3.7585  0.001
H25 1.1321 2.1388 -4.5074  0.000
H26 -3.0189 1.5126 -5.3624  0.000
H27 -3.0431 -0.1650 -3.5638  0.000
H28 -2.7787 3.9553 -5.3297  0.000
H29 -1.8262 5.0836 -6.3064  0.000
H30 -1.3214 4.6933 -4.6524  0.000
H31 -2.5744 2.4141 -7.3505  0.000
H32 -1.0035 1.7225 -7.7801  0.000
H33 -1.3886 3.3975 -8.2038  0.000
H34 0.9466 4.0772 -5.4727  0.000
H35 0.4776 4.4166 -7.1359  0.000
H36 1.1612 2.8388 -6.7326  0.000
C31 5.6064 -0.9092 5.0712  0.000
C32 4.1672 -1.0836 4.6658  0.000
C33 3.1523 -0.3446 5.2644  -0.002
C34 1.8332 -0.4156 4.8353  0.010
C35 0.8082 0.4079 5.5788  0.005
C36 1.5086 -1.2488 3.7442  -0.003
As1 -0.1950 -1.1867 2.7352  0.033
N4 -0.1551 0.2199 1.5526  0.488
C37 0.6657 1.2813 1.3800  0.049
C38 1.6648 1.6968 2.2999  0.153
C39 2.3917 2.8500 2.0897  -0.099
C40 2.1799 3.6246 0.9485  0.200
C41 1.2021 3.2423 0.0273  -0.091
C42 0.4561 2.1065 0.2383  0.076
C43 -1.5665 -0.7673 4.0740  0.057
C44 -1.8076 -1.8206 4.9623  0.005
C45 -1.1307 -3.1753 4.8759  0.001
C46 -2.7257 -1.6427 5.9947  0.000
C47 -3.4237 -0.4596 6.1542  0.004
C48 -4.4177 -0.2718 7.2701  0.001
C49 -3.1930 0.5588 5.2327  -0.008
C50 -2.2857 0.4355 4.1876  0.023
C51 -2.1157 1.6213 3.2706  0.007
C52 2.4982 -2.1033 3.2214  -0.022
C53 2.2229 -3.2468 2.2623  -0.011
C54 3.8090 -1.9892 3.6797  -0.002
H37 5.6926 -0.3511 6.0026  0.000
H38 6.1478 -0.3591 4.2979  0.000
H39 6.1030 -1.8726 5.1951  0.000
H40 3.3974 0.3223 6.0862  0.000
H41 1.3014 1.0776 6.2834  0.001
H42 0.1379 -0.2399 6.1453  0.000
H43 0.1882 1.0063 4.9116  -0.001
H44 1.8506 1.1059 3.1820  0.047
H45 3.1261 3.1573 2.8253  0.000
H46 2.7577 4.5270 0.7845  0.004
H47 1.0155 3.8501 -0.8514  0.004
H48 -0.3327 1.8486 -0.4594  0.054
H49 -0.4077 -3.2545 4.0690  -0.001
H50 -1.8823 -3.9514 4.7193  0.000
H51 -0.6111 -3.4058 5.8076  0.000
H52 -2.9002 -2.4651 6.6837  0.000
H53 -4.4293 -1.1309 7.9405  0.000
H54 -5.4246 -0.1377 6.8695  0.000
H55 -4.1783 0.6179 7.8551  0.000
H56 -3.7421 1.4913 5.3297  0.000
H57 -2.8946 2.3565 3.4649  0.000
H58 -2.1806 1.3393 2.2217  -0.006
H59 -1.1489 2.1110 3.4233  0.010
H60 1.2505 -3.1832 1.7874  0.002
H61 2.2518 -4.1853 2.8210  0.000
H62 2.9933 -3.3109 1.4902  0.000
H63 4.5672 -2.6487 3.2636  0.000

Values from the calculation:
Energy   -141945.847 eV
Multiplicity   2
Lowest unoccupied orbital energy (spin up / spin down)   -2.3488 / -3.9809 eV
Charge   +1
HOMO level (spin up / spin down)   -9.88 / -9.99 eV
Frontier orbital gap (spin up / spin down)   7.5 / 6.0 eV

2.
ORCA calculation (the ωB97M-V functional and the def2-TZVPD basis) on a structure of composition C54H63BrN2O2P2Ti in a non-equilibrium geometry.

Each line ends with the Mulliken charge.
Cartesian coordinates (Å):
Ti1 0.2657 -0.3231 -0.4422  -1.003
Br1 1.3615 -7.7422 -0.9247  -0.126
C1 0.9735 -5.8957 -1.0183  -0.689
C2 0.3320 -5.3839 -2.1480  -0.657
C3 0.0357 -4.0401 -2.2355  -0.592
C4 0.3553 -3.1783 -1.1863  0.713
O1 0.0599 -1.8809 -1.2264  -0.080
C5 1.0881 -3.6813 -0.0944  -0.587
C6 1.8326 -2.7441 0.6882  -0.671
N1 1.7235 -1.4567 0.6240  1.509
C7 2.9122 -0.7570 0.9804  -0.811
C8 3.6189 -0.9391 2.1337  0.150
C9 4.9089 -0.3881 2.2703  -1.128
C10 5.5012 0.2734 1.2333  -0.923
C11 4.8201 0.4171 0.0016  1.216
C12 5.4205 0.9349 -1.1676  -1.165
C13 4.7383 0.8676 -2.3523  -1.237
C14 3.4286 0.3539 -2.3609  0.118
N2 2.8020 -0.0640 -1.2843  0.618
C15 3.5004 -0.0742 -0.1156  -0.302
C16 1.3754 -5.0515 -0.0113  -0.374
H1 0.0727 -6.0492 -2.9602  0.507
H2 -0.4470 -3.6413 -3.1176  0.573
H3 2.6841 -3.1581 1.2276  0.435
H4 3.1905 -1.5227 2.9372  0.631
H5 5.4445 -0.5244 3.2006  0.497
H6 6.5150 0.6438 1.3177  0.480
H7 6.4173 1.3551 -1.1159  0.508
H8 5.1937 1.1842 -3.2804  0.504
H9 2.8786 0.2892 -3.2938  0.045
H10 1.9392 -5.4311 0.8318  0.600
C17 -0.0254 1.0477 1.8683  -0.514
C18 0.5606 0.7585 3.0653  1.193
C19 0.2792 -0.6761 3.3591  1.292
C20 -0.5004 -1.1384 2.3472  -0.889
C21 -0.8479 -0.0765 1.3689  2.001
C22 -2.3767 0.2900 1.4221  2.293
C23 -2.8110 0.4000 2.8954  -1.665
C24 -2.6325 1.6533 0.7629  -1.123
C25 -3.2700 -0.7670 0.7758  -1.579
C26 0.5476 -1.5524 4.5862  1.490
C27 -0.5906 -1.3118 5.5993  -1.507
C28 0.4757 -3.0445 4.2020  -2.103
C29 1.9110 -1.3431 5.2853  -2.021
C30 1.1782 1.8915 3.8944  1.551
C31 0.7218 3.2603 3.3503  -1.858
C32 2.7106 1.8960 3.8206  -1.219
C33 0.7080 1.8651 5.3570  -1.855
H11 -0.1158 2.0370 1.4574  -0.010
H12 -0.9349 -2.1275 2.2953  0.093
H13 -2.0989 0.9898 3.4742  0.035
H14 -2.8959 -0.5839 3.3562  0.255
H15 -3.7852 0.8876 2.9560  0.613
H16 -2.4068 2.4701 1.4518  0.561
H17 -3.6832 1.7444 0.4831  0.504
H18 -2.0299 1.7757 -0.1358  -0.666
H19 -3.0806 -1.7630 1.1822  0.168
H20 -3.1515 -0.7862 -0.3030  -0.373
H21 -4.3138 -0.5213 0.9785  0.780
H22 -1.5621 -1.4786 5.1327  0.227
H23 -0.5768 -0.3009 6.0047  0.218
H24 -0.4888 -2.0120 6.4304  0.546
H25 -0.5488 -3.3742 4.0245  0.384
H26 0.8612 -3.6409 5.0293  0.497
H27 1.0723 -3.2654 3.3137  0.365
H28 1.7880 -1.4360 6.3645  0.500
H29 2.3551 -0.3743 5.0877  0.279
H30 2.6279 -2.1089 4.9833  0.397
H31 1.1397 3.4678 2.3621  0.078
H32 1.0775 4.0431 4.0203  0.563
H33 -0.3663 3.3292 3.3038  0.308
H34 3.0448 2.0707 2.7942  -0.165
H35 3.1461 0.9616 4.1560  0.105
H36 3.1046 2.6955 4.4505  0.600
H37 -0.3761 1.9850 5.4076  0.353
H38 1.1609 2.6990 5.8943  0.532
H39 0.9748 0.9554 5.8845  0.255
C34 -0.0901 4.2144 -0.6781  -0.983
P1 1.0276 2.9603 -1.3415  1.541
C35 2.6518 3.3331 -0.6576  -0.674
C36 1.1381 3.1624 -3.1277  -0.830
O2 0.5743 1.5521 -0.9656  -1.082
H40 -0.0656 5.0892 -1.3298  0.536
H41 0.2339 4.5115 0.3199  0.384
H42 -1.1110 3.8422 -0.6162  0.105
H43 2.8851 4.3851 -0.8300  0.628
H44 3.4183 2.7230 -1.1340  0.094
H45 2.6507 3.1396 0.4161  0.000
H46 1.5917 4.1280 -3.3572  0.549
H47 0.1522 3.1125 -3.5901  0.225
H48 1.7577 2.3695 -3.5455  0.128
C37 -5.2944 2.9740 -2.4039  -0.866
C38 -5.5609 1.6142 -2.3696  -0.784
C39 -4.5203 0.6946 -2.3691  -1.237
C40 -3.2008 1.1304 -2.4228  0.495
C41 -2.9439 2.5016 -2.4650  0.001
C42 -3.9789 3.4190 -2.4555  -1.111
P2 -1.7897 -0.0301 -2.3169  2.902
C43 -2.6030 -1.6034 -2.8238  0.605
C44 -2.8829 -2.6028 -1.8937  0.367
C45 -3.5506 -3.7580 -2.2759  -0.985
C46 -3.9392 -3.9316 -3.5938  -0.815
C47 -3.6679 -2.9407 -4.5277  -0.865
C48 -3.0130 -1.7809 -4.1460  -0.726
C49 -0.8448 0.3451 -3.8539  0.897
C50 0.3661 -0.3233 -4.0491  -0.516
C51 1.0760 -0.1643 -5.2303  -0.756
C52 0.6042 0.6866 -6.2200  -0.927
C53 -0.5921 1.3618 -6.0295  -0.792
C54 -1.3197 1.1853 -4.8599  -0.327
H49 -6.1078 3.6869 -2.3900  0.430
H50 -6.5837 1.2623 -2.3504  0.469
H51 -4.7452 -0.3634 -2.3253  0.410
H52 -1.9163 2.8452 -2.5174  0.532
H53 -3.7680 4.4801 -2.4953  0.474
H54 -2.5810 -2.4855 -0.8639  -0.113
H55 -3.7641 -4.5216 -1.5387  0.508
H56 -4.4626 -4.8307 -3.8913  0.438
H57 -3.9787 -3.0659 -5.5566  0.463
H58 -2.8293 -1.0133 -4.8858  0.469
H59 0.7462 -0.9875 -3.2825  0.554
H60 1.9904 -0.7234 -5.3911  0.570
H61 1.1601 0.8156 -7.1391  0.445
H62 -0.9752 2.0161 -6.8018  0.496
H63 -2.2623 1.7012 -4.7376  0.428

Values from the calculation:
Energy   -175822.336 eV
Lowest unoccupied orbital energy   -5.9518 eV
Charge   +2
HOMO level   -12.91 eV
Frontier orbital gap   7.0 eV

3.
ORCA calculation (the ωB97M-V functional and the def2-TZVPD basis) on a structure of composition C54H64N9P2RuSSi2.

Each line ends with the Mulliken spin population.
Cartesian coordinates (Å):
Ru1 0.1878 -0.0511 0.9648  3.572
C1 -6.9351 -0.7097 2.8148  0.000
C2 -5.4529 -0.8827 2.6148  0.007
C3 -4.9013 -2.1437 2.3820  -0.004
C4 -3.5522 -2.2989 2.1717  0.017
C5 -2.6446 -1.2151 2.1847  0.040
N1 -1.2958 -1.4560 1.9924  0.030
C6 -0.7783 -2.5042 2.7377  0.071
C7 -1.1780 -2.6696 4.0825  0.031
C8 -0.7206 -3.6960 4.8791  -0.004
C9 0.1984 -4.6217 4.3915  0.010
C10 0.7368 -5.7247 5.2640  0.000
C11 0.6359 -4.4546 3.0909  -0.008
C12 0.1597 -3.4399 2.2618  -0.049
N2 0.6647 -3.3861 0.9409  0.008
C13 1.1895 -4.4205 0.2400  0.007
C14 1.7454 -3.9017 -0.9029  0.007
C15 1.5057 -2.5236 -0.8230  0.013
N3 0.8479 -2.2290 0.2858  -0.023
C16 -3.2180 0.0509 2.3916  -0.009
C17 -4.5930 0.1964 2.6002  -0.002
N4 -2.4489 1.2465 2.4024  0.021
C18 -2.7201 2.3447 3.1449  0.009
C19 -1.9416 3.3700 2.6583  0.006
C20 -1.2098 2.7943 1.6126  -0.009
N5 -1.5253 1.5141 1.4699  0.002
H1 -7.3290 -1.4712 3.4886  0.000
H2 -7.4613 -0.8137 1.8626  0.000
H3 -7.1674 0.2735 3.2227  0.000
H4 -5.5524 -3.0106 2.3546  0.000
H5 -3.1486 -3.2840 1.9774  0.002
H6 -1.8796 -1.9504 4.4864  0.000
H7 -1.0685 -3.7715 5.9040  0.000
H8 0.0273 -5.9730 6.0528  0.000
H9 1.6733 -5.4179 5.7364  0.001
H10 0.9349 -6.6270 4.6853  0.000
H11 1.3940 -5.1276 2.7092  -0.001
H12 1.0905 -5.4372 0.5752  0.000
H13 2.2429 -4.4410 -1.6896  0.002
H14 1.7584 -1.7540 -1.5295  0.001
H15 -4.9953 1.1932 2.7371  0.000
H16 -3.4172 2.3085 3.9638  -0.001
H17 -1.9199 4.3937 2.9916  0.000
H18 -0.4928 3.2546 0.9521  0.027
C21 -1.9115 -3.0313 -1.8525  0.013
Si1 -1.0949 -2.3509 -3.4265  0.013
C22 -0.0516 -3.7119 -4.2336  0.000
C23 -2.4719 -1.9375 -4.6633  0.004
N6 -0.0498 -1.0120 -3.2025  0.073
P1 -0.2831 0.4411 -2.6430  0.046
C24 0.4618 0.7611 -1.0814  0.803
P2 2.1146 1.1723 -0.7345  -0.159
N7 2.5141 0.4181 0.6125  0.145
Si2 3.8726 -0.4672 1.1997  0.009
C25 4.9863 0.6986 2.1979  0.003
C26 3.2791 -1.8334 2.3779  0.020
C27 4.8912 -1.3270 -0.1413  0.009
C28 2.1447 2.9734 -0.4014  0.065
C29 2.1348 3.4127 0.9181  0.018
C30 2.1121 4.7723 1.1989  -0.004
C31 2.0941 5.6965 0.1638  0.009
C32 2.1114 5.2604 -1.1553  -0.004
C33 2.1389 3.9040 -1.4383  -0.045
C34 3.4231 1.0564 -1.9910  0.031
C35 3.2571 0.3800 -3.1917  -0.007
C36 4.2998 0.3314 -4.1078  -0.001
C37 5.5062 0.9491 -3.8195  0.002
C38 5.6868 1.5967 -2.6014  0.000
C39 4.6494 1.6488 -1.6884  0.003
C40 -2.0519 0.8887 -2.4721  0.014
C41 -2.7794 0.2758 -1.4550  0.006
C42 -4.1517 0.4413 -1.3668  0.000
C43 -4.8162 1.2265 -2.2980  0.006
C44 -4.1049 1.8322 -3.3215  -0.003
C45 -2.7325 1.6541 -3.4162  -0.003
C46 0.2737 1.5945 -3.9448  0.008
C47 0.7413 1.0605 -5.1406  0.006
C48 1.1289 1.8996 -6.1745  0.000
C49 1.0543 3.2768 -6.0154  0.002
C50 0.5943 3.8133 -4.8207  0.006
C51 0.2028 2.9758 -3.7873  0.025
H19 -2.9533 -2.7104 -1.7841  0.000
H20 -1.8890 -4.1239 -1.8249  0.000
H21 -1.3929 -2.6648 -0.9646  0.009
H22 -0.6728 -4.3346 -4.8834  0.000
H23 0.7429 -3.2787 -4.8446  0.000
H24 0.4134 -4.3635 -3.4923  0.000
H25 -3.1657 -2.7730 -4.7887  0.000
H26 -3.0451 -1.0657 -4.3386  0.000
H27 -2.0443 -1.7078 -5.6429  0.000
H28 4.4500 1.0512 3.0821  0.000
H29 5.8854 0.1750 2.5344  0.000
H30 5.3039 1.5758 1.6290  -0.001
H31 2.2049 -1.7736 2.5129  -0.007
H32 3.5127 -2.8314 1.9959  0.002
H33 3.7343 -1.7402 3.3666  0.000
H34 5.2420 -0.6368 -0.9110  -0.002
H35 5.7685 -1.7970 0.3109  0.000
H36 4.3060 -2.1066 -0.6309  -0.001
H37 2.1610 2.6707 1.7088  -0.008
H38 2.1215 5.1155 2.2273  0.000
H39 2.0840 6.7573 0.3808  0.001
H40 2.1118 5.9819 -1.9630  0.000
H41 2.1648 3.5596 -2.4657  0.006
H42 2.3153 -0.1123 -3.4008  -0.006
H43 4.1667 -0.1863 -5.0494  0.000
H44 6.3108 0.9296 -4.5434  0.000
H45 6.6381 2.0580 -2.3688  0.000
H46 4.7783 2.1416 -0.7310  -0.001
H47 -2.2576 -0.3478 -0.7450  0.029
H48 -4.7049 -0.0529 -0.5787  0.001
H49 -5.8900 1.3513 -2.2327  0.000
H50 -4.6205 2.4362 -4.0578  0.000
H51 -2.1884 2.1112 -4.2329  0.002
H52 0.7826 -0.0176 -5.2366  -0.003
H53 1.4897 1.4785 -7.1046  0.000
H54 1.3529 3.9312 -6.8245  0.000
H55 0.5439 4.8884 -4.6968  0.000
H56 -0.1709 3.3826 -2.8536  -0.021
C52 0.2927 0.8897 7.2549  0.001
N8 0.1393 0.5492 5.8446  0.010
C53 0.4641 1.3647 4.8197  0.070
S1 1.1217 0.7143 3.4104  0.014
N9 0.3182 2.6911 4.9551  0.009
C54 -0.5720 3.3586 5.8899  0.002
H57 0.4314 -0.0295 7.8174  0.000
H58 -0.5890 1.3955 7.6479  0.001
H59 1.1673 1.5235 7.4146  0.000
H60 0.3064 -0.4168 5.6066  0.001
H61 0.5587 3.1891 4.1143  0.001
H62 -0.0940 3.5267 6.8557  0.001
H63 -1.4828 2.7757 6.0371  0.000
H64 -0.8486 4.3246 5.4764  0.000

Values from the calculation:
Energy   -118199.818 eV
Multiplicity   6
Lowest unoccupied orbital energy (spin up / spin down)   0.2716 / -0.5500 eV
Charge   0
HOMO level (spin up / spin down)   -6.57 / -6.63 eV
Frontier orbital gap (spin up / spin down)   6.8 / 6.1 eV

What energy above the lowest of the compared OMol25 structures with the same formula, charge and spin values result from the calculations? In sequence: 33.93, 1.29, 0.00 kJ/mol.